No. 1
The following is a quantum chemistry calculation of a cluster of 3 separate species, C2H11N4O in total, from the OMol25 dataset.

ORCA input file:
```
! RIJCOSX wB97M-V def2-TZVPD def2/J DEFGRID3
* xyz 1 3
O -2.964 1.086 -0.680
N -3.987 0.430 -0.108
N 2.262 -0.440 0.445
N 4.210 0.127 -0.720
N -0.355 -0.021 1.093
C -4.139 -0.950 -0.409
C 2.863 0.307 -0.456
H -0.726 0.652 1.734
H 4.750 0.800 -1.257
H -0.937 -0.763 1.306
H -3.095 2.055 -0.413
H 2.930 -1.029 0.863
H -0.745 0.307 0.199
H 2.285 1.105 -0.952
H -5.101 -1.479 -0.126
H 1.304 -0.230 0.704
H -3.373 -1.439 -1.099
H 4.820 -0.519 -0.123
*
```

The value obtained for the highest occupied orbital energy (alpha / beta) is -9.32 / -12.50 eV. The calculation puts the energy at -10248.4510 eV. The orbital gap (alpha / beta) is 5.722 / 8.245 eV. As for the expectation value of S²: 2.01.

List of natural (NBO) charges in e, atom by atom: -0.5052, -0.1509, -0.6866, -0.7601, -1.0701, -0.2029, 0.3970, 0.3840, 0.4382, 0.3831, 0.5040, 0.4037, 0.3821, 0.2364, 0.2073, 0.4587, 0.1532, 0.4281

No. 2
The following is a quantum chemistry calculation of a cluster of 4 separate species, C2H11NO3 in total, from the OMol25 dataset.

ORCA input file:
```
! RIJCOSX wB97M-V def2-TZVPD def2/J DEFGRID3
* xyz 0 1
O -0.444 1.742 6.032
O -1.422 -0.102 1.908
O -0.716 -2.077 -0.554
N 0.935 0.536 -1.375
C 1.175 -0.720 -3.400
C 1.083 0.454 -2.797
H 1.076 1.388 -3.359
H 1.265 -0.814 -4.469
H -1.052 2.353 6.466
H -1.230 -0.644 1.131
H 0.214 1.180 -1.082
H -0.660 0.465 2.045
H -1.277 -1.446 -1.032
H -0.797 -2.785 -1.211
H 1.815 0.833 -0.974
H -1.024 1.235 5.450
H 1.059 -1.597 -2.777
*
```

Its SMILES is C=CN.O.O.O. The value obtained for the highest occupied orbital energy is -9.56 eV. The calculation puts the energy at -9883.8983 eV. The orbital gap is 10.218 eV.

List of natural (NBO) charges in e, atom by atom: -0.9366, -0.9539, -0.9309, -0.8650, -0.4182, -0.0218, 0.1665, 0.2021, 0.4662, 0.4861, 0.3618, 0.4671, 0.4637, 0.4689, 0.3693, 0.4704, 0.2041

No. 3
The following is a quantum chemistry calculation of a cluster of 4 separate species, C2H11NO3 in total, from the OMol25 dataset.

ORCA input file:
```
! RIJCOSX wB97M-V def2-TZVPD def2/J DEFGRID3
* xyz 0 1
O -0.043 1.716 -1.949
O 2.097 -1.955 -0.022
O 1.793 0.726 -0.160
N -2.133 -0.063 -0.289
C -1.831 -0.417 1.004
C -0.870 0.182 1.718
H 0.071 2.656 -2.125
H -2.746 -0.590 -0.881
H 1.366 -2.557 0.139
H -1.597 0.634 -0.785
H 1.550 -0.201 0.031
H -2.402 -1.297 1.276
H -0.155 0.715 1.096
H 2.448 -1.981 -0.915
H 0.722 1.475 -1.387
H -0.710 -0.061 2.761
H 2.438 1.017 0.488
*
```

Its SMILES is C=CN.O.O.O. The value obtained for the highest occupied orbital energy is -7.62 eV. The calculation puts the energy at -9884.4343 eV. The orbital gap is 8.198 eV.

List of natural (NBO) charges in e, atom by atom: -0.9849, -0.9633, -0.9947, -0.8310, 0.0296, -0.5965, 0.4677, 0.3794, 0.4939, 0.4108, 0.5120, 0.1812, 0.2082, 0.4923, 0.5030, 0.2063, 0.4859

No. 4
The following is a quantum chemistry calculation of a cluster of 4 separate species, C2H11NO4 in total, from the OMol25 dataset.

ORCA input file:
```
! RIJCOSX wB97M-V def2-TZVPD def2/J DEFGRID3
* xyz 0 1
O 1.612 0.641 1.213
O 3.473 -1.014 -0.699
O -0.435 -0.842 0.632
O -0.358 2.561 0.889
N -1.721 0.694 -0.448
C -1.851 -1.723 -1.009
C -1.229 -0.542 -0.272
H 2.023 0.290 2.064
H -1.706 -2.488 -0.236
H -2.957 -1.480 -1.192
H 4.241 -0.990 -0.057
H -2.644 0.849 -0.834
H 2.675 -0.883 -0.222
H -1.331 -1.775 -2.013
H 1.060 -0.069 0.819
H 0.070 3.363 0.522
H 0.304 1.811 1.052
H -1.228 1.598 -0.210
*
```

Its SMILES is CC(N)=O.O.O.O. The value obtained for the highest occupied orbital energy is -10.06 eV. The calculation puts the energy at -11932.7017 eV. The orbital gap is 10.729 eV.

List of natural (NBO) charges in e, atom by atom: -0.9958, -0.9467, -0.6986, -0.9908, -0.8380, -0.7098, 0.6918, 0.4881, 0.2518, 0.2124, 0.4712, 0.3896, 0.4733, 0.2443, 0.5045, 0.4837, 0.5222, 0.4466

No. 5
The following is a quantum chemistry calculation of a cluster of 4 separate species, C2H11O3S in total, from the OMol25 dataset.

ORCA input file:
```
! RIJCOSX wB97M-V def2-TZVPD def2/J DEFGRID3
* xyz -1 1
S 0.346 0.451 -0.444
O 2.525 -0.631 1.915
O 0.957 3.089 1.586
O -2.330 1.767 0.884
C -0.902 -1.665 -1.846
C 0.287 -1.286 -0.979
H -0.653 -2.565 -2.431
H 0.358 2.547 2.114
H 1.250 -1.501 -1.448
H 0.760 2.768 0.688
H -1.228 -0.886 -2.527
H -1.735 -2.006 -1.230
H -2.640 1.799 -0.032
H 0.273 -1.918 -0.082
H 2.190 -1.409 1.463
H 1.977 0.082 1.548
H -1.435 1.363 0.821
*
```

The value obtained for the highest occupied orbital energy is -3.42 eV. The calculation puts the energy at -19231.8136 eV. The orbital gap is 7.356 eV.

List of natural (NBO) charges in e, atom by atom: -0.7474, -0.9776, -0.9569, -0.9991, -0.6138, -0.5134, 0.1769, 0.4684, 0.1800, 0.4894, 0.2066, 0.1933, 0.4638, 0.1706, 0.4601, 0.5031, 0.4959

No. 6
The following is a quantum chemistry calculation of a cluster of 4 separate species, C2H11O4 in total, from the OMol25 dataset.

ORCA input file:
```
! RIJCOSX wB97M-V def2-TZVPD def2/J DEFGRID3
* xyz -1 1
O 1.649 -1.781 1.868
O -1.795 -0.888 1.922
O 1.972 1.487 1.183
O -0.094 0.280 0.046
C -0.873 0.741 -2.198
C 0.018 -0.111 -1.264
H 0.922 -2.184 2.361
H -2.452 -0.531 2.516
H 1.135 -1.071 1.447
H -0.981 1.757 -1.819
H 2.543 1.682 0.451
H 1.075 -0.035 -1.572
H 1.213 0.971 0.820
H -1.891 0.339 -2.268
H -1.745 -0.313 1.147
H -0.380 0.822 -3.183
H -0.317 -1.165 -1.458
*
```

The value obtained for the highest occupied orbital energy is -3.60 eV. The calculation puts the energy at -10443.1269 eV. The orbital gap is 7.528 eV.

List of natural (NBO) charges in e, atom by atom: -0.9710, -0.9757, -1.0103, -0.9927, -0.6407, -0.0261, 0.4549, 0.4437, 0.5052, 0.1980, 0.4418, 0.1008, 0.5122, 0.1782, 0.5137, 0.1719, 0.0960

No. 7
The following is a quantum chemistry calculation of a structure of composition C2H12AlN4O6, from the OMol25 dataset.

ORCA input file:
```
! RIJCOSX wB97M-V def2-TZVPD def2/J DEFGRID3
* xyz -1 1
Al -0.273 1.400 1.700
O 1.719 0.753 -0.340
O -2.688 0.575 2.840
O 0.032 3.014 -0.582
O -2.201 3.489 2.211
O -0.370 -1.352 0.549
O -0.313 1.838 4.511
N 2.493 0.766 -2.472
N -1.879 -2.955 0.095
N 2.469 -1.155 -1.306
N -0.390 -2.369 -1.506
C -0.829 -2.190 -0.238
C 2.137 0.164 -1.318
H -1.957 -3.828 -0.394
H 2.994 -1.475 -2.098
H 0.253 2.579 4.768
H -0.260 3.867 -0.922
H 2.985 0.331 -3.230
H 2.456 -1.676 -0.446
H 2.621 1.766 -2.486
H 0.498 -1.946 -1.727
H -2.799 3.430 1.453
H -2.472 -2.688 0.861
H -0.774 -3.009 -2.175
H -3.450 0.673 2.253
*
```

The value obtained for the highest occupied orbital energy is -3.79 eV. The calculation puts the energy at -27104.8723 eV. The orbital gap is 4.557 eV.

List of natural (NBO) charges in e, atom by atom: 1.4330, -0.6110, -0.9978, -1.1937, -0.9390, -0.6697, -0.9812, -0.8423, -0.8433, -0.8692, -0.8527, 0.7720, 0.7761, 0.3743, 0.3735, 0.4062, 0.4213, 0.3685, 0.4213, 0.4204, 0.4123, 0.4017, 0.4306, 0.3823, 0.4064

No. 8
The following is a quantum chemistry calculation of a cluster of 3 separate species, C2H12N2O2 in total, from the OMol25 dataset.

ORCA input file:
```
! RIJCOSX wB97M-V def2-TZVPD def2/J DEFGRID3
* xyz 0 1
O -1.370 -2.057 2.755
O -0.617 -2.817 -2.630
N 2.059 1.086 -0.633
N -0.918 0.703 -0.198
C 1.331 1.852 0.377
C -0.176 1.968 0.009
H -0.644 2.490 0.839
H 2.524 1.765 -1.227
H -0.490 -2.947 -1.670
H -1.116 -2.934 2.982
H -1.040 0.099 0.596
H -0.296 2.488 -0.940
H 1.281 1.286 1.319
H 2.833 0.558 -0.249
H -0.665 -1.854 -2.779
H 1.741 2.848 0.531
H -1.112 -1.461 3.471
H -1.794 1.015 -0.591
*
```

Its SMILES is NCCN.O.O. The value obtained for the highest occupied orbital energy is -8.95 eV. The calculation puts the energy at -9343.1715 eV. The orbital gap is 9.573 eV.

List of natural (NBO) charges in e, atom by atom: -0.9451, -0.9526, -0.8264, -0.8510, -0.2280, -0.2132, 0.1600, 0.3464, 0.4729, 0.4730, 0.3641, 0.1817, 0.1778, 0.3557, 0.4786, 0.1771, 0.4727, 0.3562

No. 9
The following is a quantum chemistry calculation of a cluster of 3 separate species, C2H12N2O2 in total, from the OMol25 dataset.

ORCA input file:
```
! RIJCOSX wB97M-V def2-TZVPD def2/J DEFGRID3
* xyz 0 1
O -3.663 0.559 -0.279
O 4.023 1.769 -1.541
N 1.410 0.108 1.123
N -0.600 -1.168 -0.951
C -0.053 0.032 1.160
C -0.655 -1.209 0.513
H -1.696 -1.289 0.830
H 3.074 1.921 -1.547
H -0.392 0.931 0.638
H 1.832 -0.643 1.653
H 4.070 1.161 -2.288
H -0.514 0.059 2.161
H -0.278 -2.053 -1.305
H -0.123 -2.091 0.874
H -3.544 0.661 -1.224
H -3.096 1.219 0.107
H -1.441 -0.967 -1.454
H 1.647 1.001 1.531
*
```

Its SMILES is NCCN.O.O. The value obtained for the highest occupied orbital energy is -9.12 eV. The calculation puts the energy at -9343.3106 eV. The orbital gap is 9.852 eV.

List of natural (NBO) charges in e, atom by atom: -0.9346, -0.9288, -0.8270, -0.8516, -0.2187, -0.2288, 0.1918, 0.4659, 0.1762, 0.3507, 0.4622, 0.1551, 0.3558, 0.1817, 0.4673, 0.4691, 0.3575, 0.3561

No. 10
The following is a quantum chemistry calculation of a cluster of 4 separate species, C2H12N2O3 in total, from the OMol25 dataset.

ORCA input file:
```
! RIJCOSX wB97M-V def2-TZVPD def2/J DEFGRID3
* xyz -1 2
O 2.354 -1.561 2.386
O 1.133 -1.441 -5.172
O 2.713 5.495 -2.985
N -3.127 -0.514 1.255
N -0.945 -0.876 1.604
C -1.861 -0.187 1.088
C -1.247 -1.452 2.998
H -1.796 0.281 0.128
H 0.559 -0.652 -5.023
H -3.419 -1.068 2.146
H 2.344 -2.430 1.868
H -3.731 -0.126 0.644
H 2.065 5.201 -2.387
H 1.378 -1.831 -4.386
H -1.858 -2.338 3.049
H 1.546 -1.069 2.143
H 2.246 6.058 -3.603
H -1.435 -0.629 3.712
H -0.332 -1.774 3.355
*
```

The value obtained for the highest occupied orbital energy (alpha / beta) is 0.99 / -5.52 eV. The calculation puts the energy at -11388.4646 eV. The orbital gap (alpha / beta) is 2.172 / 8.809 eV. As for the expectation value of S²: 0.75.

List of natural (NBO) charges in e, atom by atom: -0.9886, -1.0555, -0.9989, -0.8698, -0.5636, -0.1725, -0.5247, 0.1262, 0.4373, 0.3841, 0.4607, 0.3539, 0.4391, 0.4535, 0.1726, 0.4998, 0.4565, 0.1894, 0.2005

No. 11
The following is a quantum chemistry calculation of a cluster of 4 separate species, C2H12N2O3 in total, from the OMol25 dataset.

ORCA input file:
```
! RIJCOSX wB97M-V def2-TZVPD def2/J DEFGRID3
* xyz 0 1
O 1.058 0.665 -2.705
O 0.694 2.409 -0.361
O 0.297 -2.347 -2.187
N -0.870 -0.774 -0.111
N -0.239 -0.361 2.072
C -1.022 -0.169 1.001
C -0.511 0.339 3.323
H -0.398 1.421 3.201
H 0.218 -3.275 -1.951
H -0.003 -1.849 -1.401
H -1.830 0.551 1.177
H 0.868 -0.282 -2.790
H 0.779 3.275 -0.778
H 0.220 0.012 4.056
H -1.519 -0.402 -0.797
H 0.719 1.773 -1.093
H -1.502 0.070 3.692
H 1.936 0.802 -3.080
H 0.689 -0.734 1.945
*
```

Its SMILES is [H]/N=C/NC.O.O.O. The value obtained for the highest occupied orbital energy is -9.04 eV. The calculation puts the energy at -11391.5330 eV. The orbital gap is 10.007 eV.

List of natural (NBO) charges in e, atom by atom: -0.9734, -0.9736, -1.0032, -0.7960, -0.6030, 0.3278, -0.4116, 0.1976, 0.4728, 0.5031, 0.1512, 0.5052, 0.4627, 0.2099, 0.3532, 0.5006, 0.1988, 0.4766, 0.4013

No. 12
The following is a quantum chemistry calculation of a cluster of 4 separate species, C2H12N2O3 in total, from the OMol25 dataset.

ORCA input file:
```
! RIJCOSX wB97M-V def2-TZVPD def2/J DEFGRID3
* xyz 0 1
O 0.755 1.544 -4.004
O 0.002 -0.897 -1.917
O 0.503 1.645 -0.213
N -1.581 0.756 1.987
N 0.240 -0.614 1.758
C 0.390 -2.071 1.673
C -0.908 -0.224 2.406
H 0.715 1.189 -4.901
H 0.835 2.492 -3.925
H -2.454 0.965 2.470
H 0.050 -2.476 2.640
H -0.212 -2.436 0.789
H 1.160 2.295 -0.401
H -0.886 -0.637 3.472
H 1.449 -2.225 1.435
H -0.855 -0.811 -2.275
H 0.458 -0.070 -2.257
H -0.189 1.796 0.388
H 0.529 -0.219 0.874
*
```

Its SMILES is [H]/N=C/NC.O.O.O. The value obtained for the highest occupied orbital energy is -8.59 eV. The calculation puts the energy at -11390.4102 eV. The orbital gap is 9.187 eV.

List of natural (NBO) charges in e, atom by atom: -0.9714, -0.9566, -0.9899, -0.7563, -0.6317, -0.4134, 0.2931, 0.4877, 0.4858, 0.3529, 0.1925, 0.1925, 0.4818, 0.1482, 0.2025, 0.4615, 0.4946, 0.5084, 0.4179

Record order is preserved below.
Energy relative to the best compared isomer or geometry (same formula, charge and spin): 0.0, 30.0, 17.7, 24.3, 11.1, 17.6, 0.0, 23.8, 20.6, 50.1, 5.0, 30.9 kcal/mol